(1)
DFT (wB97M-V/def2-TZVPD) results for a molecular structure, C54H83KN10O5P2S.

Geometry as XYZ:
```
156
Properties=species:S:1:pos:R:3:mulliken_charge:R:1
K 0.2576 0.4483 0.5163 2.092
C 4.4594 3.3563 -0.1292 -1.489
C 2.9887 3.0989 0.1377 0.279
O 2.4543 1.9385 -0.2165 0.218
C 2.2684 4.0496 0.7749 -1.254
C 0.8951 4.0102 1.2938 1.165
C 0.2596 5.3355 1.6276 -1.418
N 0.3039 2.8972 1.5348 0.427
N -0.8990 3.0176 2.2349 -0.656
C -1.9089 2.2917 1.8202 -0.611
O -2.0656 1.6256 0.7508 0.165
C -3.0940 2.3498 2.7688 0.373
C -3.1172 3.1568 3.9040 -0.485
C -4.2360 3.1877 4.7227 -0.756
C -5.3494 2.4106 4.4233 -0.491
C -5.3351 1.6054 3.2937 -0.841
C -4.2161 1.5826 2.4714 0.205
H 4.8896 2.6075 -0.7845 -0.116
H 5.0152 3.3231 0.8105 0.355
H 4.6016 4.3458 -0.5672 0.414
H 2.8056 4.9716 0.9775 0.338
H 0.9326 6.1619 1.3972 0.411
H -0.0202 5.3602 2.6832 0.299
H -0.6694 5.4657 1.0670 0.174
H -2.2372 3.7430 4.1302 0.395
H -4.2365 3.8150 5.6071 0.367
H -6.2179 2.4299 5.0718 0.371
H -6.1941 0.9894 3.0521 0.431
H -4.1862 0.9767 1.5751 0.296
C 5.0032 -2.2792 -4.4559 -0.921
N 3.5859 -2.0336 -4.6817 0.166
C 3.0241 -3.0544 -5.5562 -1.045
P 2.6927 -1.8014 -3.2455 -0.637
O 2.5513 -3.0484 -2.4626 -0.600
O 3.4973 -0.6389 -2.6224 0.092
P 2.9317 0.6745 -1.4209 -0.314
O 1.5361 0.1370 -1.3595 -0.467
N 4.1911 0.2060 -0.3883 0.318
C 3.7714 -0.3432 0.9021 -0.997
C 5.3943 -0.4648 -0.8425 -0.664
N 3.3708 1.7972 -2.5947 1.442
C 4.5792 1.7546 -3.3865 -0.793
C 2.5662 2.9881 -2.7867 -1.489
N 1.2292 -1.2933 -3.8387 0.554
C 0.0058 -1.6713 -3.1465 -0.475
C 1.1305 -0.0084 -4.4997 -0.611
H 5.1864 -3.2621 -3.9980 0.292
H 5.4145 -1.5136 -3.8006 0.124
H 5.5349 -2.2388 -5.4122 0.362
H 3.0766 -4.0577 -5.1095 0.248
H 3.5814 -3.0642 -6.4981 0.400
H 1.9803 -2.8288 -5.7675 0.316
H 2.8672 0.1275 1.2717 -0.136
H 4.5600 -0.1701 1.6410 0.426
H 3.5889 -1.4205 0.8337 0.418
H 5.7123 -0.1069 -1.8163 0.186
H 5.2655 -1.5531 -0.9042 0.162
H 6.1911 -0.2518 -0.1200 0.343
H 5.4429 2.2082 -2.8758 0.209
H 4.4123 2.3272 -4.3032 0.375
H 4.8291 0.7353 -3.6703 0.070
H 1.5744 2.8527 -2.3615 0.066
H 2.4414 3.1540 -3.8631 0.597
H 3.0187 3.8912 -2.3545 0.366
H 0.1762 -2.5529 -2.5351 0.118
H -0.7814 -1.8888 -3.8803 0.154
H -0.3337 -0.8668 -2.4902 0.020
H 2.0815 0.2563 -4.9641 0.316
H 0.8459 0.7822 -3.7954 -0.238
H 0.3667 -0.0560 -5.2857 0.384
C -3.7350 -3.2047 -0.9325 -2.080
C -3.7641 -1.7276 -1.3129 2.125
C -4.7792 -0.9758 -0.4464 -1.674
C -4.1311 -1.5802 -2.7868 -1.704
N -2.4017 -1.1817 -1.1907 0.226
N -1.8053 -1.2450 0.0904 0.182
H -4.6764 -3.6845 -1.2122 0.555
H -3.5945 -3.3404 0.1413 0.251
H -2.9167 -3.7105 -1.4496 0.287
H -5.7827 -1.3943 -0.5682 0.593
H -4.8104 0.0827 -0.7188 0.048
H -4.5226 -1.0486 0.6127 0.437
H -5.1450 -1.9431 -2.9754 0.463
H -3.4279 -2.1422 -3.4035 0.328
H -4.0859 -0.5302 -3.0859 0.156
H -2.4154 -0.1969 -1.4457 -0.270
H -1.4615 -2.1768 0.2792 -0.364
H -2.4286 -0.9501 0.8382 -0.043
C -0.5625 1.3309 5.7120 -1.566
C -0.2240 -0.1167 5.4618 0.902
C -0.2213 -1.0338 6.5312 -0.890
C 0.0408 -2.3663 6.2570 0.317
C 0.0561 -3.3783 7.3794 -1.770
C 0.3021 -2.8065 4.9630 -0.432
C 0.3331 -1.9159 3.8382 0.204
C 0.0448 -0.5501 4.1916 -0.472
N 0.5845 -2.1530 2.5462 0.122
C 0.8848 -3.4897 2.0648 1.763
C 1.1078 -3.3822 0.5436 0.042
C 1.4299 -4.7275 -0.1112 0.473
C 2.7064 -5.2983 0.5077 -1.731
C 2.5117 -5.4488 2.0176 0.538
C 1.3446 -6.4074 2.2853 -1.492
C 0.0631 -5.8621 1.6430 0.484
C 0.2784 -5.7045 0.1371 -1.394
C -0.2728 -4.4988 2.2560 -1.003
C 2.1975 -4.0813 2.6336 -1.080
H -0.1661 1.6666 6.6749 0.450
H -1.6463 1.4773 5.7352 0.238
H -0.1718 1.9748 4.9224 0.194
H -0.4269 -0.7027 7.5449 0.215
H -0.2096 -2.9145 8.3318 0.370
H 1.0456 -3.8317 7.4894 0.313
H -0.6504 -4.1915 7.1903 0.324
H 0.4931 -3.8620 4.8413 0.573
H 0.0595 0.1607 3.3754 0.062
H 1.9137 -2.6717 0.3474 -0.947
H 0.2219 -2.9496 0.0712 -1.100
H 1.5716 -4.5629 -1.1795 0.885
H 3.5453 -4.6245 0.3032 0.411
H 2.9479 -6.2693 0.0547 0.511
H 3.4257 -5.8536 2.4703 0.236
H 1.1990 -6.5242 3.3658 0.563
H 1.5751 -7.3996 1.8759 0.555
H -0.7622 -6.5616 1.8280 0.222
H -0.6378 -5.3239 -0.3292 0.199
H 0.4983 -6.6772 -0.3228 0.513
H -0.5190 -4.6195 3.3106 0.723
H -1.1646 -4.0760 1.7761 -0.057
H 3.0002 -3.3693 2.4103 0.200
H 2.1530 -4.1675 3.7184 0.659
N -0.6272 2.5554 -1.9534 -0.432
S -1.6114 3.4699 -1.1260 1.622
C -3.3066 3.0132 -1.5357 -0.294
C -3.5933 2.4601 -2.7722 -0.279
C -4.9018 2.0996 -3.0605 -0.547
C -5.9004 2.2758 -2.1091 -0.495
C -5.5932 2.8008 -0.8611 -0.793
C -4.2856 3.1682 -0.5673 -0.063
C -1.5399 5.0004 -2.0669 0.140
C -0.2853 5.3990 -2.5095 -0.124
C -0.1367 6.6247 -3.1420 -0.656
C -1.2324 7.4549 -3.3326 -0.536
C -2.4821 7.0556 -2.8805 -0.761
C -2.6392 5.8326 -2.2429 -0.591
H -0.2334 1.8533 -1.3297 -0.325
H -2.7788 2.2996 -3.4707 0.306
H -5.1413 1.6644 -4.0235 0.372
H -6.9172 1.9763 -2.3335 0.351
H -6.3614 2.9007 -0.1041 0.398
H -4.0163 3.5370 0.4156 0.443
H 0.5556 4.7378 -2.3540 0.102
H 0.8450 6.9277 -3.4859 0.425
H -1.1133 8.4091 -3.8313 0.354
H -3.3447 7.6949 -3.0260 0.382
H -3.6183 5.5271 -1.8980 0.362
```

The multiplicity is 1. The value obtained for the energy above the lowest of the compared OMol25 structures with the same formula, charge and spin is 8.38 kcal per mole. Its net charge is -2. The value obtained for the gap between HOMO and LUMO is 4.5005 eV.

(2)
DFT (wB97M-V/def2-TZVPD) results for 10 unconnected molecules or ions with the total composition C30H56O30.

Geometry as XYZ:
```
116
Properties=species:S:1:pos:R:3:mulliken_charge:R:1
C -7.2036 5.1108 0.6385 -0.647
O -6.7728 4.9303 1.8921 -0.293
C -7.6555 4.7450 2.9659 0.744
O -8.8748 4.7158 2.8937 -0.548
O -6.8593 4.4307 3.9315 -0.254
C -7.4619 3.6839 4.9874 -0.694
H -8.1714 5.5874 0.4827 0.315
H -7.1930 4.1154 0.1945 0.257
H -6.4971 5.7293 0.0850 0.241
H -8.0438 2.8241 4.6556 0.328
H -8.0571 4.2430 5.7094 0.289
H -6.6368 3.2043 5.5141 0.261
C 6.0209 -3.0559 9.0658 -0.668
O 6.1875 -3.0782 7.6863 -0.270
C 6.1361 -4.2762 7.1008 0.744
O 5.5769 -5.3019 7.4923 -0.572
O 6.5297 -4.1513 5.8143 -0.308
C 6.4700 -5.0679 4.8259 -0.686
H 5.9102 -1.9781 9.1854 0.246
H 6.9172 -3.3202 9.6269 0.309
H 5.2269 -3.6159 9.5599 0.316
H 6.6345 -4.6108 3.8501 0.270
H 5.5767 -5.6904 4.7755 0.318
H 7.1456 -5.9212 4.8849 0.300
C -8.1107 -0.6688 -7.5687 -0.656
O -7.9726 -0.8400 -6.1700 -0.287
C -7.1454 -1.6568 -5.7441 0.898
O -6.7155 -2.6367 -6.3712 -0.640
O -7.0598 -1.4050 -4.4870 -0.318
C -6.3178 -2.3228 -3.6597 -0.643
H -9.1351 -0.3158 -7.6878 0.222
H -7.9266 -1.5526 -8.1795 0.326
H -7.4462 0.1354 -7.8846 0.287
H -6.6076 -2.0716 -2.6394 0.206
H -5.2662 -2.0674 -3.7908 0.280
H -6.5101 -3.3313 -4.0258 0.324
C -1.8010 -0.7142 0.8391 -0.660
O -0.6030 -0.9634 0.1007 -0.268
C -0.0115 -2.1593 0.2668 0.774
O -0.2101 -3.0298 1.1204 -0.564
O 0.8969 -2.1702 -0.7624 -0.274
C 1.6914 -3.2860 -0.8325 -0.682
H -1.5186 -0.1166 1.7057 0.267
H -2.2952 -1.6189 1.1932 0.320
H -2.5288 -0.0947 0.3151 0.247
H 1.1328 -3.9961 -1.4422 0.268
H 1.8168 -3.7584 0.1417 0.321
H 2.7139 -3.0723 -1.1442 0.251
C 6.4930 7.2642 -5.6598 -0.592
O 5.7043 6.1272 -5.2899 -0.294
C 6.0232 5.4339 -4.1593 0.772
O 6.9327 5.6868 -3.3865 -0.563
O 5.0888 4.5199 -3.9228 -0.299
C 4.9968 3.7096 -2.7633 -0.660
H 6.3888 8.0299 -4.8911 0.279
H 6.2355 7.7479 -6.6021 0.236
H 7.5253 6.9261 -5.7504 0.273
H 5.2533 2.7050 -3.0997 0.271
H 4.0561 3.6929 -2.2130 0.259
H 5.5867 4.0064 -1.8961 0.318
C 9.9903 -1.3294 -2.8205 -0.654
O 10.0929 -0.4026 -3.8796 -0.306
C 9.2148 -0.4423 -4.8528 0.834
O 8.3246 -1.2482 -4.9698 -0.574
O 9.4950 0.4665 -5.7900 -0.324
C 8.8172 0.6134 -7.0177 -0.697
H 9.1714 -0.9924 -2.1850 0.292
H 10.9685 -1.4046 -2.3456 0.218
H 9.5524 -2.2801 -3.1248 0.329
H 9.2466 0.1727 -7.9174 0.287
H 8.6834 1.6636 -7.2768 0.278
H 7.7901 0.2497 -7.0471 0.316
C -1.0715 2.6632 -5.6208 -0.602
O -0.7039 3.9814 -5.0975 -0.318
C -1.7282 4.7676 -4.7618 0.798
O -2.8888 4.4678 -5.0938 -0.592
O -1.2650 5.9113 -4.2547 -0.320
C -0.0528 5.9826 -3.4987 -0.602
H -1.4833 2.1137 -4.7743 0.283
H -0.2067 2.0945 -5.9626 0.228
H -1.6346 2.8748 -6.5297 0.282
H 0.0028 5.0137 -3.0025 0.314
H -0.1754 6.7137 -2.6996 0.274
H 0.8197 6.3663 -4.0275 0.253
C -3.2455 -3.7363 8.5081 -0.666
O -4.3052 -4.2401 9.3248 -0.276
C -5.5360 -4.0596 9.0728 0.785
O -6.0181 -3.1815 8.3407 -0.585
O -6.2068 -4.8564 9.9413 -0.308
C -7.5641 -4.9698 9.9490 -0.583
H -3.3001 -2.6504 8.4316 0.296
H -3.2862 -4.0844 7.4760 0.304
H -2.2289 -4.0239 8.7765 0.265
H -7.9720 -5.5839 10.7518 0.209
H -7.8523 -5.2731 8.9425 0.267
H -7.8411 -3.9264 10.0992 0.293
O 0.6702 5.5253 4.4758 -0.568
C 0.6017 5.3218 5.6695 0.716
O 0.8744 4.2050 6.2139 -0.310
C 0.8930 4.2977 7.6331 -0.222
C 0.0077 5.4662 7.8049 -0.303
O 0.1228 6.1989 6.5888 -0.335
H 0.4933 3.3898 8.0850 0.267
H 1.8725 4.4698 8.0792 0.246
H 0.3726 6.1195 8.5975 0.259
H -1.0266 5.3174 8.1152 0.251
O 1.5931 -8.4137 -6.3268 -0.578
C 0.4676 -7.8780 -6.5145 0.693
O 0.1944 -7.2598 -7.6565 -0.294
C -1.1386 -6.8588 -7.5661 -0.349
C -1.7704 -7.2068 -6.1816 -0.141
O -0.6149 -7.8866 -5.6452 -0.340
H -1.3114 -5.8117 -7.8148 0.293
H -1.6705 -7.3904 -8.3552 0.259
H -2.5016 -8.0094 -6.2784 0.215
H -1.9923 -6.4161 -5.4650 0.242
```

The multiplicity is 1. The value obtained for the energy above the lowest of the compared OMol25 structures with the same formula, charge and spin is 109.28 kcal per mole. Its net charge is 0. The value obtained for the gap between HOMO and LUMO is 10.6947 eV.

(3)
DFT (wB97M-V/def2-TZVPD) results for a single C5H8N2O2 molecule.

Geometry as XYZ:
```
17
Properties=species:S:1:pos:R:3:mulliken_charge:R:1
C -0.6577 -0.4783 3.0227 0.145
C -0.2150 -0.4656 1.9035 -0.370
C 0.2252 -0.3336 0.4528 0.149
N -0.8465 -0.6904 -0.2395 -0.426
O -0.8533 -0.3337 -1.5616 -0.149
C -2.1253 -0.6651 -2.1840 -0.445
N 1.5001 0.1662 0.0889 -0.034
C 1.5883 1.6159 -0.0193 -0.750
O 2.3077 -0.3427 1.1613 -0.447
H -1.0204 -0.8026 3.9604 0.444
H -1.8261 -0.4114 -3.2767 0.196
H -2.4233 -1.7328 -2.1448 0.238
H -2.9383 -0.0348 -1.7181 0.233
H 0.8272 1.8884 -0.8658 0.237
H 2.6149 1.8576 -0.3444 0.269
H 1.3528 2.0196 0.9267 0.348
H 2.4897 -1.2567 0.8378 0.362
```

The multiplicity is 1. The value obtained for the energy above the lowest of the compared OMol25 structures with the same formula, charge and spin is 182.59 kcal per mole. Its net charge is 0. The value obtained for the gap between HOMO and LUMO is 9.7269 eV.

(4)
DFT (wB97M-V/def2-TZVPD) results for a molecular structure, C21H18FeN5OS3.

Geometry as XYZ:
```
49
Properties=species:S:1:pos:R:3:mulliken_charge:R:1
Fe -0.4687 1.7008 0.5161 0.819
S -0.4113 1.1974 3.1545 -0.584
C 1.1338 0.7664 2.5697 0.505
N 1.3996 0.7807 1.2883 -0.237
C 2.6426 0.2525 1.0014 -0.873
C 3.1767 0.0731 -0.2730 -0.235
C 4.4260 -0.5068 -0.3982 -0.665
C 5.1491 -0.9055 0.7279 -0.454
C 4.6310 -0.7283 1.9998 -0.604
C 3.3743 -0.1516 2.1270 1.166
S 2.4421 0.1589 3.5612 -0.258
H 2.6037 0.3831 -1.1362 0.393
H 4.8537 -0.6505 -1.3822 0.393
H 6.1250 -1.3568 0.6069 0.394
H 5.1909 -1.0390 2.8723 0.413
C -0.5312 2.0613 -3.9675 -0.865
C -1.8821 2.0769 -4.2726 -0.485
C -2.8060 1.8942 -3.2589 -0.852
C -2.3483 1.6869 -1.9631 0.607
N -1.0477 1.6676 -1.6814 0.382
C -0.1617 1.8592 -2.6499 -0.321
C -3.2567 1.5153 -0.7991 0.687
C -4.6229 1.3160 -0.9451 -0.767
C -5.4136 1.2039 0.1848 -0.438
C -4.8185 1.2965 1.4304 -0.825
C -3.4478 1.4746 1.4913 0.018
N -2.6828 1.5734 0.4073 0.187
H 0.2217 2.2139 -4.7274 0.407
H -2.2157 2.2423 -5.2884 0.424
H -3.8627 1.9308 -3.4776 0.321
H 0.8767 1.8648 -2.3455 0.474
H -5.0660 1.2369 -1.9263 0.307
H -6.4799 1.0469 0.0904 0.425
H -5.3945 1.2246 2.3417 0.420
H -2.9316 1.5359 2.4393 0.346
O -0.0407 3.3280 0.3465 -0.845
C 1.5270 -3.2862 -0.7992 -0.781
N 1.0343 -2.9484 0.5198 0.330
C 1.4684 -3.4952 1.7178 -0.025
C 0.7942 -2.8813 2.7072 -0.838
N -0.0529 -1.9731 2.1027 0.197
C 0.1018 -1.9971 0.7620 -0.405
S -0.6806 -1.0399 -0.3830 -0.228
H 2.2749 -4.0679 -0.6944 0.290
H 1.9752 -2.4063 -1.2586 0.274
H 0.7085 -3.6338 -1.4272 0.313
H 2.2147 -4.2681 1.7497 0.439
H 0.8458 -3.0012 3.7731 0.436
H -0.5679 -1.2256 2.5655 0.217
```

The multiplicity is 6. The value obtained for the energy above the lowest of the compared OMol25 structures with the same formula, charge and spin is 8.29 kcal per mole. Its net charge is 0. The value obtained for the gap between HOMO and LUMO (spin up / spin down) is 6.9464 / 7.2303 eV.

(5)
DFT (wB97M-V/def2-TZVPD) results for a molecular structure, C41H36NNiO6PSi.

Geometry as XYZ:
```
87
Properties=species:S:1:pos:R:3:mulliken_charge:R:1
Ni 0.6832 0.4150 2.0450 0.227
O 4.2366 -1.6426 2.2847 -0.517
C 3.2863 -0.8378 2.7028 0.663
O 3.0140 0.2138 2.1478 -0.786
C 2.6028 -1.3198 3.9724 -0.563
O 1.2109 -1.1073 3.9407 -0.397
C 0.5112 -2.2491 3.4172 -1.398
C 0.8097 -2.4810 1.9269 0.601
O 1.0029 -3.6214 1.5341 -0.730
O 0.8457 -1.4060 1.2271 0.726
H 4.5528 -1.3324 1.4108 0.371
H 3.0136 -0.7288 4.7954 0.381
H 2.8474 -2.3712 4.1354 0.348
H -0.5491 -2.0271 3.5426 0.269
H 0.7718 -3.1390 3.9925 0.370
O 2.2212 2.3943 3.5772 -0.615
N 0.9365 2.1189 3.1374 0.437
C 0.0933 2.9249 3.6474 -0.919
C -1.3612 2.9507 3.4252 0.423
C -2.0620 3.7650 4.3160 -1.016
C -3.4394 3.8891 4.2517 -0.797
C -4.1371 3.2001 3.2749 -0.834
C -3.4507 2.4019 2.3701 -0.654
C -2.0679 2.2640 2.4212 0.951
P -1.1511 1.2594 1.1827 1.219
C -0.7943 2.5478 -0.0611 0.559
C -1.7692 3.3781 -0.6113 -0.161
C -1.4202 4.3466 -1.5393 -0.887
C -0.0895 4.5102 -1.9080 -0.610
C 0.8898 3.7042 -1.3488 -0.603
C 0.5372 2.7231 -0.4324 -0.210
C -2.4805 0.2241 0.4935 1.248
C -2.9465 0.3006 -0.8140 -0.297
C -3.9251 -0.5787 -1.2622 -0.739
C -4.4522 -1.5330 -0.4070 -0.679
C -3.9871 -1.6210 0.9001 -0.828
C -3.0002 -0.7559 1.3416 -0.638
H 2.7515 1.7460 3.0784 0.507
H 0.4832 3.6691 4.3387 0.402
H -1.5119 4.3029 5.0786 0.433
H -3.9599 4.5188 4.9608 0.400
H -5.2141 3.2844 3.2091 0.434
H -4.0062 1.8690 1.6088 0.464
H -2.8062 3.2691 -0.3150 0.376
H -2.1850 4.9799 -1.9706 0.419
H 0.1809 5.2679 -2.6322 0.425
H 1.9266 3.8291 -1.6334 0.449
H 1.2948 2.0748 -0.0031 0.075
H -2.5477 1.0389 -1.4959 0.146
H -4.2661 -0.5190 -2.2876 0.434
H -5.2116 -2.2182 -0.7602 0.384
H -4.3828 -2.3737 1.5698 0.424
H -2.6254 -0.8384 2.3568 0.390
C -1.0507 -5.3543 -1.5903 -0.645
C -1.7268 -4.3411 -0.9269 -0.735
C -1.2037 -3.0575 -0.9051 0.015
C -0.0031 -2.7552 -1.5452 0.853
C 0.6676 -3.7894 -2.2020 0.119
C 0.1503 -5.0768 -2.2274 -0.857
Si 0.6705 -1.0070 -1.5269 0.079
C 0.3471 -0.2167 -3.2306 -0.099
C -0.2899 1.0105 -3.4117 0.577
C -0.4904 1.5467 -4.6787 -0.973
C -0.0552 0.8587 -5.7997 -0.612
C 0.5817 -0.3663 -5.6464 -0.800
C 0.7785 -0.8923 -4.3788 -0.464
C 2.5380 -1.0236 -1.3479 0.630
C 3.2958 0.0668 -1.7890 -0.454
C 4.6769 0.0872 -1.6592 -0.774
C 5.3362 -1.0076 -1.1142 -0.076
C 4.6010 -2.1075 -0.6834 -1.335
C 3.2124 -2.1040 -0.7724 0.193
H -1.4513 -6.3602 -1.6020 0.377
H -2.6577 -4.5528 -0.4145 0.410
H -1.7280 -2.2801 -0.3636 0.209
H 1.6185 -3.5983 -2.6881 0.269
H 0.6895 -5.8654 -2.7375 0.401
H -0.6278 1.5722 -2.5509 0.305
H -0.9850 2.5049 -4.7851 0.455
H -0.2095 1.2721 -6.7886 0.369
H 0.9251 -0.9121 -6.5166 0.435
H 1.2776 -1.8503 -4.2841 0.234
H 2.7935 0.9109 -2.2518 0.423
H 5.2426 0.9454 -2.0000 0.446
H 6.4169 -1.0117 -1.0413 0.382
H 5.1098 -2.9775 -0.2817 0.390
H 2.6458 -2.9479 -0.3915 0.176
```

The multiplicity is 3. The value obtained for the energy above the lowest of the compared OMol25 structures with the same formula, charge and spin is 0.00 kcal per mole. Its net charge is 0. The value obtained for the gap between HOMO and LUMO (spin up / spin down) is 6.2951 / 7.5363 eV.

E_tot values, unit Eh, following the record order: -4712.268748 -3433.717187 -455.067515 -3618.393064 -4229.313692.